Entry i
Formula: C3H5NS
Source: OMol25
Level of theory: the ωB97M-V functional and the def2-TZVPD basis

Element x y z (Å)
C (2.20, -0.66, 0.36)
C (-1.00, 0.94, -0.87)
C (-1.67, 0.31, 0.12)
N (1.91, -1.28, 1.36)
S (2.70, 0.38, -0.71)
H (-0.65, 0.22, -1.64)
H (-0.92, 2.03, -1.07)
H (-2.03, -0.63, 0.12)
H (-2.13, 0.95, 0.98)
H (1.60, -2.26, 1.35)

SMILES: N=C=S.C=C
Lowest unoccupied orbital energy: 0.587 eV
Total charge: 0
Multiplicity: 1
HOMO-LUMO gap: 10.120 eV

Let us look at the natural (NBO) charges, expressed in e, one per atom: number 1, C, carries 0.238; number 2, C, carries -0.392; number 3, C, carries -0.381; number 4, N, carries -0.671; number 5, S, carries 0.019; number 6, H, carries 0.190; number 7, H, carries 0.215; number 8, H, carries 0.186; number 9, H, carries 0.179; number 10, H, carries 0.417

Entry ii
Formula: C3H5NS
Source: OMol25
Level of theory: the ωB97M-V functional and the def2-TZVPD basis

Element x y z (Å)
C (-0.21, 0.76, -0.73)
C (-0.82, 0.58, -1.84)
C (0.76, -0.34, 1.11)
N (-0.43, -0.04, 0.36)
S (-1.58, -1.36, 0.08)
H (0.49, 1.59, -0.59)
H (-1.60, 0.07, -2.44)
H (1.68, -0.54, 0.38)
H (1.10, 0.48, 1.98)
H (0.62, -1.19, 1.69)

Lowest unoccupied orbital energy (spin up / spin down): -1.794 / -0.050 eV
Total charge: 0
Multiplicity: 1
HOMO-LUMO gap (spin up / spin down): 6.662 / 8.571 eV

Let us look at the natural (NBO) charges, expressed in e, one per atom: number 1, C, carries -0.190; number 2, C, carries -0.101; number 3, C, carries -0.420; number 4, N, carries -0.483; number 5, S, carries 0.132; number 6, H, carries 0.219; number 7, H, carries 0.218; number 8, H, carries 0.199; number 9, H, carries 0.204; number 10, H, carries 0.222

Which structure wins on stability? entry i wins.

Entry i
Formula: H8O4
Source: OMol25
Level of theory: the ωB97M-V functional and the def2-TZVPD basis

Element x y z (Å)
O (0.48, 7.56, 2.88)
H (1.42, 7.52, 3.09)
H (0.39, 7.03, 2.07)
O (-2.18, 9.88, 2.15)
H (-2.97, 9.51, 2.55)
H (-1.45, 9.53, 2.68)
O (-0.66, 8.09, 5.44)
H (-0.23, 8.11, 4.56)
H (0.06, 7.97, 6.07)
O (-2.45, 12.45, 0.30)
H (-2.59, 11.55, 0.63)
H (-3.08, 12.99, 0.77)

SMILES: O.O.O.O
Lowest unoccupied orbital energy: 0.289 eV
Total charge: 0
Multiplicity: 1
HOMO-LUMO gap: 11.179 eV

Let us look at the natural (NBO) charges, expressed in e, one per atom: number 1, O, carries -0.961; number 2, H, carries 0.480; number 3, H, carries 0.491; number 4, O, carries -0.957; number 5, H, carries 0.474; number 6, H, carries 0.485; number 7, O, carries -0.958; number 8, H, carries 0.484; number 9, H, carries 0.464; number 10, O, carries -0.950; number 11, H, carries 0.486; number 12, H, carries 0.462

Entry ii
Formula: H8O4
Source: OMol25
Level of theory: the ωB97M-V functional and the def2-TZVPD basis

Element x y z (Å)
O (15.12, -20.00, -4.41)
H (14.72, -19.17, -4.16)
H (15.91, -20.07, -3.87)
O (14.84, -18.72, -1.85)
H (14.20, -18.32, -2.44)
H (15.69, -18.47, -2.22)
O (13.88, -18.31, -3.59)
H (13.76, -19.26, -3.62)
H (13.21, -17.97, -4.18)
O (12.24, -17.90, -4.51)
H (11.34, -18.15, -4.72)
H (12.19, -16.96, -4.34)

Lowest unoccupied orbital energy: -0.223 eV
Total charge: 0
Multiplicity: 1
HOMO-LUMO gap: 9.130 eV

Let us look at the natural (NBO) charges, expressed in e, one per atom: number 1, O, carries -0.979; number 2, H, carries 0.432; number 3, H, carries 0.467; number 4, O, carries -1.008; number 5, H, carries 0.452; number 6, H, carries 0.435; number 7, O, carries -0.895; number 8, H, carries 0.489; number 9, H, carries 0.443; number 10, O, carries -0.855; number 11, H, carries 0.518; number 12, H, carries 0.501

Entry iii
Formula: H8O4
Source: OMol25
Level of theory: the ωB97M-V functional and the def2-TZVPD basis

Element x y z (Å)
O (-2.17, 1.04, -2.57)
H (-2.09, 1.85, -3.09)
H (-1.78, 1.25, -1.71)
O (-0.15, -1.95, 0.93)
H (0.71, -1.50, 0.98)
H (-0.03, -2.79, 1.37)
O (-0.76, 1.09, -0.02)
H (-0.38, 0.24, 0.25)
H (-0.91, 1.57, 0.80)
O (2.17, -0.15, 1.16)
H (2.92, -0.50, 1.66)
H (2.46, -0.16, 0.24)

SMILES: O.O.O.O
Lowest unoccupied orbital energy: 0.284 eV
Total charge: 0
Multiplicity: 1
HOMO-LUMO gap: 10.847 eV

Let us look at the natural (NBO) charges, expressed in e, one per atom: number 1, O, carries -0.962; number 2, H, carries 0.458; number 3, H, carries 0.494; number 4, O, carries -0.969; number 5, H, carries 0.484; number 6, H, carries 0.474; number 7, O, carries -0.962; number 8, H, carries 0.492; number 9, H, carries 0.477; number 10, O, carries -0.952; number 11, H, carries 0.482; number 12, H, carries 0.484

Which structure wins on stability? entry iii wins.

Entry i
Formula: H8O4
Source: OMol25
Level of theory: the ωB97M-V functional and the def2-TZVPD basis

Element x y z (Å)
O (37.20, 19.95, 49.51)
H (37.61, 20.26, 50.33)
H (37.03, 19.04, 49.84)
O (39.94, 19.06, 51.76)
H (40.58, 19.32, 51.18)
H (39.42, 19.85, 51.72)
O (38.12, 17.36, 50.60)
H (38.51, 16.41, 50.46)
H (38.69, 18.08, 51.08)
O (36.75, 16.70, 53.29)
H (37.07, 16.77, 52.36)
H (37.45, 16.05, 53.77)

SMILES: O.O.O.O
Lowest unoccupied orbital energy: 0.130 eV
Total charge: 0
Multiplicity: 1
HOMO-LUMO gap: 11.130 eV

Let us look at the natural (NBO) charges, expressed in e, one per atom: number 1, O, carries -0.927; number 2, H, carries 0.437; number 3, H, carries 0.488; number 4, O, carries -0.902; number 5, H, carries 0.477; number 6, H, carries 0.468; number 7, O, carries -1.049; number 8, H, carries 0.501; number 9, H, carries 0.514; number 10, O, carries -0.962; number 11, H, carries 0.489; number 12, H, carries 0.464

Entry ii
Formula: H8O4
Source: OMol25
Level of theory: the ωB97M-V functional and the def2-TZVPD basis

Element x y z (Å)
H (1.67, -1.35, 0.07)
H (1.64, -0.09, 0.64)
H (0.73, -0.19, -1.07)
H (0.01, 0.40, -2.39)
H (-1.57, 0.04, -0.34)
H (-2.64, -0.83, 0.45)
H (-0.49, 0.22, 1.32)
H (0.27, 1.55, 0.96)
O (2.18, -0.57, -0.07)
O (-0.12, 0.20, -1.44)
O (-2.03, -0.06, 0.49)
O (0.35, 0.68, 1.37)

SMILES: O.O.O.O
Lowest unoccupied orbital energy: 0.646 eV
Total charge: 0
Multiplicity: 1
HOMO-LUMO gap: 11.937 eV

Let us look at the natural (NBO) charges, expressed in e, one per atom: number 1, H, carries 0.453; number 2, H, carries 0.499; number 3, H, carries 0.506; number 4, H, carries 0.486; number 5, H, carries 0.512; number 6, H, carries 0.484; number 7, H, carries 0.511; number 8, H, carries 0.489; number 9, O, carries -0.957; number 10, O, carries -1.016; number 11, O, carries -0.990; number 12, O, carries -0.976

Which structure wins on stability? entry ii wins.

Entry i
Formula: H8O4
Source: OMol25
Level of theory: the ωB97M-V functional and the def2-TZVPD basis

Element x y z (Å)
O (4.73, -17.74, 2.30)
H (4.85, -16.97, 2.86)
H (5.56, -17.84, 1.83)
O (2.76, -17.25, 0.11)
H (3.32, -17.33, 0.90)
H (2.72, -18.14, -0.25)
O (3.09, -18.53, 4.56)
H (3.44, -18.58, 3.66)
H (3.28, -19.39, 4.95)
O (0.81, -16.96, 5.48)
H (0.16, -17.66, 5.43)
H (1.66, -17.39, 5.33)

SMILES: O.O.O.O
Lowest unoccupied orbital energy: 0.235 eV
Total charge: 0
Multiplicity: 1
HOMO-LUMO gap: 10.966 eV

Let us look at the natural (NBO) charges, expressed in e, one per atom: number 1, O, carries -0.969; number 2, H, carries 0.492; number 3, H, carries 0.491; number 4, O, carries -0.954; number 5, H, carries 0.483; number 6, H, carries 0.462; number 7, O, carries -0.970; number 8, H, carries 0.496; number 9, H, carries 0.476; number 10, O, carries -0.959; number 11, H, carries 0.461; number 12, H, carries 0.490

Entry ii
Formula: H8O4
Source: OMol25
Level of theory: the ωB97M-V functional and the def2-TZVPD basis

Element x y z (Å)
H (-0.68, -0.93, 1.29)
H (-1.85, -0.57, 0.39)
H (-3.81, 0.76, -0.48)
H (-4.93, -0.19, -0.06)
H (3.02, -1.99, -0.70)
H (4.51, -1.92, -1.00)
H (2.56, 2.96, 0.36)
H (1.39, 2.03, 0.62)
O (-1.43, -1.32, 0.82)
O (-4.34, 0.01, -0.79)
O (3.83, -1.53, -0.44)
O (1.72, 2.67, -0.02)

SMILES: O.O.O.O
Lowest unoccupied orbital energy: 0.271 eV
Total charge: 0
Multiplicity: 1
HOMO-LUMO gap: 11.908 eV

Let us look at the natural (NBO) charges, expressed in e, one per atom: number 1, H, carries 0.463; number 2, H, carries 0.468; number 3, H, carries 0.462; number 4, H, carries 0.472; number 5, H, carries 0.470; number 6, H, carries 0.469; number 7, H, carries 0.470; number 8, H, carries 0.464; number 9, O, carries -0.932; number 10, O, carries -0.933; number 11, O, carries -0.938; number 12, O, carries -0.934

Which structure wins on stability? entry i wins.

Entry i
Formula: H8O4
Source: OMol25
Level of theory: the ωB97M-V functional and the def2-TZVPD basis

Element x y z (Å)
O (0.88, 0.69, 0.23)
H (1.18, 0.04, 0.87)
H (1.58, 1.33, 0.19)
O (1.32, -2.64, 0.62)
H (0.70, -2.57, 1.31)
H (1.19, -3.48, 0.14)
O (-1.01, -0.05, -1.61)
H (-0.59, -0.26, -2.45)
H (-0.32, 0.20, -0.96)
O (-1.64, 2.43, 0.25)
H (-2.19, 2.63, 0.98)
H (-1.08, 1.68, 0.42)

SMILES: O.O.O.O
Lowest unoccupied orbital energy: 0.404 eV
Total charge: 0
Multiplicity: 1
HOMO-LUMO gap: 10.898 eV

Let us look at the natural (NBO) charges, expressed in e, one per atom: number 1, O, carries -0.956; number 2, H, carries 0.491; number 3, H, carries 0.489; number 4, O, carries -0.953; number 5, H, carries 0.469; number 6, H, carries 0.484; number 7, O, carries -0.973; number 8, H, carries 0.464; number 9, H, carries 0.487; number 10, O, carries -0.950; number 11, H, carries 0.466; number 12, H, carries 0.481

Entry ii
Formula: H8O4
Source: OMol25
Level of theory: the ωB97M-V functional and the def2-TZVPD basis

Element x y z (Å)
H (-0.22, 0.79, 0.76)
H (-1.53, 1.39, 1.30)
H (-0.78, 0.66, -1.44)
H (-0.43, -0.82, -1.36)
H (0.99, 0.15, -0.46)
H (2.22, 0.83, 0.22)
H (0.68, -1.32, 0.56)
H (-0.81, -1.19, 0.89)
O (-1.23, 0.81, 0.58)
O (-0.10, 0.05, -1.77)
O (1.41, 0.38, 0.38)
O (-0.20, -1.71, 0.35)

SMILES: O.O.O.O
Lowest unoccupied orbital energy: 0.590 eV
Total charge: 0
Multiplicity: 1
HOMO-LUMO gap: 11.634 eV

Let us look at the natural (NBO) charges, expressed in e, one per atom: number 1, H, carries 0.501; number 2, H, carries 0.477; number 3, H, carries 0.495; number 4, H, carries 0.509; number 5, H, carries 0.509; number 6, H, carries 0.494; number 7, H, carries 0.489; number 8, H, carries 0.490; number 9, O, carries -1.003; number 10, O, carries -0.976; number 11, O, carries -1.007; number 12, O, carries -0.977

Which structure wins on stability? entry ii wins.

Entry i
Formula: H8O4
Source: OMol25
Level of theory: the ωB97M-V functional and the def2-TZVPD basis

Element x y z (Å)
O (22.24, 17.44, -9.29)
H (23.11, 17.22, -8.98)
H (22.16, 16.88, -10.04)
O (24.86, 16.17, -8.84)
H (24.60, 16.08, -7.90)
H (25.72, 16.55, -8.99)
O (25.45, 13.70, -9.80)
H (25.10, 13.71, -10.67)
H (25.16, 14.54, -9.55)
O (23.73, 15.85, -6.41)
H (23.37, 16.73, -6.28)
H (23.24, 15.24, -6.96)

SMILES: O.O.O.O
Lowest unoccupied orbital energy: 0.423 eV
Total charge: 0
Multiplicity: 1
HOMO-LUMO gap: 11.597 eV

Let us look at the natural (NBO) charges, expressed in e, one per atom: number 1, O, carries -0.949; number 2, H, carries 0.477; number 3, H, carries 0.464; number 4, O, carries -1.012; number 5, H, carries 0.504; number 6, H, carries 0.495; number 7, O, carries -0.944; number 8, H, carries 0.452; number 9, H, carries 0.473; number 10, O, carries -0.958; number 11, H, carries 0.501; number 12, H, carries 0.499

Entry ii
Formula: H8O4
Source: OMol25
Level of theory: the ωB97M-V functional and the def2-TZVPD basis

Element x y z (Å)
O (-1.93, 1.60, -0.84)
H (-2.67, 1.08, -0.51)
H (-1.16, 1.23, -0.41)
O (-0.16, -0.16, 0.06)
H (0.64, 0.14, 0.49)
H (-0.66, -0.59, 0.76)
O (0.60, -0.73, -1.69)
H (0.22, -0.70, -0.81)
H (0.75, 0.19, -1.91)
O (1.12, -0.75, 1.42)
H (1.90, -0.28, 1.12)
H (1.34, -1.04, 2.31)

Lowest unoccupied orbital energy: -0.135 eV
Total charge: 0
Multiplicity: 1
HOMO-LUMO gap: 9.353 eV

Let us look at the natural (NBO) charges, expressed in e, one per atom: number 1, O, carries -0.956; number 2, H, carries 0.456; number 3, H, carries 0.476; number 4, O, carries -0.839; number 5, H, carries 0.495; number 6, H, carries 0.489; number 7, O, carries -1.019; number 8, H, carries 0.429; number 9, H, carries 0.432; number 10, O, carries -0.940; number 11, H, carries 0.483; number 12, H, carries 0.493

Which structure wins on stability? entry i wins.